No. 1
Computed, not measured: C5H8S2 as an isolated structure, with the ωB97M-V functional and the def2-TZVPD basis.

```
! wB97M-V def2-TZVPD RIJCOSX def2/J DEFGRID3
* xyz 0 1
C 2.4068 0.8920 -0.7263
C 1.7410 -0.4800 -0.7143
C 0.7377 -0.6886 0.3828
C 1.0099 -1.4458 1.4184
C -0.5850 0.0118 0.2012
H 1.6698 1.7353 -0.9393
H 2.8293 1.1293 0.2129
H 3.2064 0.9300 -1.4628
H 1.1588 -0.6594 -1.6466
H 2.5243 -1.2807 -0.6701
H 0.4069 -1.5186 2.3186
H 1.9124 -2.0408 1.4071
H -1.4207 -1.9330 -0.9680
S -1.9240 -0.7059 -0.6463
S -0.8354 1.5747 0.5449
*
```

Values from the calculation:
HOMO ... -8.699 eV
Gap between HOMO and LUMO ... 8.464 eV
Relative energy (zero: lowest compared OMol25 entry of this formula, charge and spin) ... 1.253 eV


No. 2
Computed, not measured: a 5-piece molecular cluster, C21H50FNO8 overall, with the ωB97M-V functional and the def2-TZVPD basis.

```
! wB97M-V def2-TZVPD RIJCOSX def2/J DEFGRID3
* xyz 0 1
C -2.3518 2.0489 3.4034
N -1.0835 1.2934 3.1906
C -1.1612 0.3157 2.0664
C -2.5331 -0.4985 1.9621
F -3.3629 0.1920 0.9704
C -0.5688 0.7025 4.4227
O 0.6432 0.3519 4.4261
O -1.2993 0.5376 5.6338
C -2.1210 -0.6465 5.6116
O -2.2954 -1.1124 6.9895
O -3.4230 -1.8869 7.0367
H -3.2190 1.4326 3.8147
H -2.1213 2.8404 4.2130
H -2.6374 2.6652 2.4725
H -0.3021 -0.4357 2.1043
H -1.0442 0.8971 1.0775
H -3.1462 -0.5352 2.9227
H -2.4071 -1.5673 1.5479
H -1.6790 -1.5123 5.0017
H -3.1522 -0.3342 5.1919
H -4.1924 -1.3014 6.8438
C -1.0829 -6.4832 1.5881
C -1.6603 -5.3058 2.3538
O -2.7584 -4.6843 1.6979
C -3.8980 -5.4990 1.4608
C -4.5269 -6.0489 2.7288
H -0.7980 -6.1813 0.5771
H -0.2005 -6.8738 2.1004
H -1.8036 -7.2987 1.4953
H -0.8881 -4.5395 2.4551
H -1.9428 -5.5966 3.3713
H -3.6494 -6.3048 0.7621
H -4.6293 -4.8655 0.9521
H -3.8509 -6.7275 3.2544
H -5.4386 -6.6032 2.4930
H -4.7763 -5.2378 3.4179
C 1.8301 1.4814 -2.3866
C 1.2342 0.8868 -1.1230
O 0.1132 0.0459 -1.3645
C 0.3399 -1.0971 -2.1758
C 1.3660 -2.0576 -1.6007
H 1.0673 2.0207 -2.9541
H 2.6380 2.1735 -2.1371
H 2.2417 0.7109 -3.0421
H 0.8777 1.7001 -0.4859
H 1.9929 0.3496 -0.5433
H 0.6107 -0.7928 -3.1925
H -0.6201 -1.6143 -2.2548
H 2.3577 -1.6028 -1.5426
H 1.4448 -2.9508 -2.2255
H 1.0853 -2.3598 -0.5881
C 6.3010 2.4731 -5.7147
C 5.7038 1.8783 -4.4514
O 4.5835 1.0376 -4.6936
C 4.8132 -0.1053 -5.5051
C 5.8392 -1.0647 -4.9282
H 5.5390 3.0125 -6.2827
H 7.1087 3.1650 -5.4641
H 6.7129 1.7022 -6.3699
H 5.3469 2.6911 -3.8147
H 6.4617 1.3409 -3.8713
H 5.0856 0.1995 -6.5212
H 3.8540 -0.6236 -5.5861
H 6.8303 -0.6089 -4.8680
H 5.9203 -1.9575 -5.5530
H 5.5569 -1.3674 -3.9164
C -2.6939 4.6649 -1.5564
C -2.2222 4.2272 -0.1811
O -0.8304 3.9444 -0.1209
C 0.0483 5.0164 -0.4310
C -0.0957 6.2090 0.4977
H -2.4263 3.9194 -2.3092
H -3.7784 4.7971 -1.5620
H -2.2403 5.6120 -1.8577
H -2.7367 3.3014 0.0887
H -2.4918 4.9652 0.5826
H -0.0722 5.3146 -1.4779
H 1.0630 4.6198 -0.3388
H -1.0813 6.6726 0.4110
H 0.6524 6.9695 0.2609
H 0.0309 5.9030 1.5395
*
```

Values from the calculation:
HOMO ... -9.472 eV
Structure (SMILES) ... CN(CCF)C(=O)OCOO.CCOCC.CCOCC.CCOCC.CCOCC
Gap between HOMO and LUMO ... 9.959 eV


DFT total energy, record by record: -26983.9045, -43168.5393 eV
LUMO, record by record: -0.23, 0.49 eV